# C34H58F9GaN4O2S2Si5Te

A molecular structure, C34H58F9GaN4O2S2Si5Te (wB97M-V/def2-TZVPD, the OMol25 dataset).

Each line ends with the Löwdin charge.
Geometry (Å):
Ga  0.581  0.811  0.310  0.105
C  -0.773  6.905  -0.612  -0.088
C  -0.143  6.036  0.467  -0.222
N  0.762  5.034  -0.093  -0.122
C  2.184  5.234  0.176  -0.253
C  2.568  4.750  1.565  -0.083
C  0.258  3.860  -0.534  -0.699
S  1.366  2.659  -1.117  0.806
N  -1.068  3.798  -0.544  0.092
C  -1.752  2.649  -0.666  -0.452
O  -1.312  1.488  -0.644  -0.113
C  -3.243  2.835  -0.753  -0.112
C  -4.059  1.722  -0.919  -0.031
C  -5.439  1.857  -0.860  -0.075
C  -6.012  3.104  -0.660  -0.104
C  -5.200  4.223  -0.515  -0.102
C  -3.822  4.086  -0.553  -0.034
H  -1.470  7.621  -0.170  0.067
H  -1.317  6.276  -1.315  0.059
H  -0.008  7.461  -1.159  0.066
H  -0.915  5.533  1.049  0.113
H  0.448  6.651  1.149  0.109
H  2.383  6.303  0.055  0.111
H  2.757  4.695  -0.574  0.066
H  1.982  5.253  2.338  0.074
H  3.628  4.930  1.752  0.075
H  2.378  3.681  1.647  0.037
H  -3.603  0.748  -1.036  0.055
H  -6.064  0.978  -0.938  0.086
H  -7.089  3.204  -0.599  0.091
H  -5.642  5.199  -0.347  0.089
H  -3.172  4.938  -0.404  0.090
C  0.921  -2.719  3.520  -0.027
C  0.670  -1.307  3.961  -0.327
C  0.659  -0.947  5.308  -0.038
C  0.385  0.375  5.588  -0.160
N  0.153  1.291  4.654  0.051
C  0.196  0.851  3.390  -0.753
S  -0.180  1.998  2.132  0.782
N  0.440  -0.413  3.016  0.107
H  0.250  -3.405  4.039  0.074
H  1.949  -3.010  3.748  0.076
H  0.760  -2.798  2.448  0.072
H  0.832  -1.674  6.090  0.097
H  0.334  0.725  6.616  0.095
C  1.232  -0.211  -3.379  -0.189
Si  0.275  -1.330  -2.216  0.408
C  -1.540  -1.242  -2.649  -0.176
C  0.872  -3.079  -2.602  -0.182
C  0.548  -1.003  -0.420  -0.279
H  1.109  -0.544  -4.414  0.021
H  2.300  -0.218  -3.138  0.025
H  0.891  0.823  -3.302  -0.007
H  -1.709  -1.378  -3.722  0.034
H  -1.938  -0.270  -2.349  0.014
H  -2.098  -2.007  -2.102  0.012
H  0.748  -3.310  -3.665  0.019
H  0.318  -3.827  -2.028  0.007
H  1.933  -3.185  -2.357  0.021
H  1.506  -1.436  -0.126  0.004
H  -0.245  -1.520  0.133  -0.041
C  -1.730  -5.199  -0.122  -0.222
Si  -3.276  -5.114  0.947  0.299
C  -4.266  -6.707  0.642  -0.224
C  -2.672  -5.255  2.725  -0.228
Si  -4.436  -3.112  0.642  -0.162
Te  -3.045  -1.263  1.401  0.310
Si  -5.280  -3.241  -1.560  0.342
C  -5.308  -1.677  -2.606  -0.211
C  -4.356  -4.489  -2.642  -0.230
C  -7.072  -3.857  -1.566  -0.237
Si  -6.309  -3.180  2.052  0.297
C  -5.726  -3.166  3.843  -0.239
C  -7.330  -1.614  1.806  -0.233
C  -7.514  -4.643  1.945  -0.225
H  -1.155  -6.102  0.103  0.026
H  -1.100  -4.328  0.076  0.018
H  -1.962  -5.198  -1.189  0.005
H  -3.615  -7.584  0.716  0.019
H  -4.743  -6.723  -0.340  0.003
H  -5.058  -6.811  1.387  0.003
H  -1.990  -6.104  2.833  0.022
H  -3.501  -5.388  3.423  0.007
H  -2.145  -4.342  3.013  0.005
H  -4.330  -1.196  -2.642  0.002
H  -6.022  -0.940  -2.234  0.009
H  -5.596  -1.945  -3.627  0.026
H  -3.325  -4.167  -2.810  0.013
H  -4.848  -4.567  -3.616  0.023
H  -4.317  -5.485  -2.198  0.002
H  -7.716  -3.224  -0.950  0.003
H  -7.144  -4.874  -1.173  0.017
H  -7.470  -3.855  -2.585  0.021
H  -4.927  -2.432  3.967  -0.001
H  -5.327  -4.140  4.136  0.007
H  -6.548  -2.913  4.520  0.019
H  -6.670  -0.744  1.853  0.014
H  -8.098  -1.511  2.579  0.019
H  -7.824  -1.601  0.830  0.008
H  -6.979  -5.595  1.951  0.002
H  -8.115  -4.614  1.035  0.001
H  -8.192  -4.632  2.804  0.018
F  5.624  1.325  2.596  0.133
C  4.315  0.980  2.575  -0.523
F  3.627  2.030  3.013  0.164
F  4.163  0.001  3.488  0.148
C  3.796  0.526  1.152  -0.331
O  2.502  0.731  1.066  -0.164
C  4.595  1.326  0.063  -0.539
F  4.052  1.161  -1.143  0.132
F  5.895  0.964  -0.044  0.135
F  4.579  2.641  0.341  0.146
C  4.174  -0.992  0.981  -0.532
F  3.323  -1.773  1.642  0.161
F  5.419  -1.287  1.425  0.135
F  4.132  -1.361  -0.312  0.151

ΔE to the lowest compared entry with this formula, charge and spin = 0.00 kcal per mole
net charge = -2
highest occupied orbital energy = -1.6 eV
Kohn-Sham gap = 5.79 eV

***

# C34H58N2O8

10 unconnected molecules or ions with the total composition C34H58N2O8 in a non-equilibrium geometry (wB97M-V/def2-TZVPD, the OMol25 dataset).

Each line ends with the Löwdin charge.
Geometry (Å):
N  -3.123  -1.240  -9.824  0.045
C  -2.931  -0.267  -8.876  -0.116
C  -2.232  0.916  -9.213  -0.063
C  -1.889  1.168  -10.578  -0.061
C  -2.202  0.144  -11.458  -0.111
C  -2.680  -1.052  -11.062  -0.180
H  -3.279  -0.499  -7.880  0.094
H  -2.007  1.754  -8.570  0.088
H  -1.372  2.098  -10.763  0.100
H  -1.850  0.237  -12.475  0.099
H  -2.882  -1.853  -11.758  0.105
N  -4.033  -5.495  8.332  0.044
C  -4.450  -4.349  7.706  -0.122
C  -3.834  -3.077  7.963  -0.089
C  -2.787  -2.969  8.831  -0.093
C  -2.378  -4.154  9.454  -0.094
C  -2.962  -5.393  9.217  -0.126
H  -5.183  -4.281  6.916  0.092
H  -4.191  -2.197  7.448  0.093
H  -2.343  -2.023  9.103  0.104
H  -1.596  -4.081  10.195  0.094
H  -2.754  -6.184  9.923  0.096
C  7.052  5.030  -0.325  -0.023
C  8.417  4.711  0.364  -0.537
O  9.423  4.631  -0.200  0.128
C  8.291  4.391  1.791  -0.044
H  6.293  4.264  -0.163  0.075
H  7.071  5.336  -1.371  0.074
H  6.481  5.841  0.126  0.068
H  7.787  3.455  2.033  0.091
H  7.815  5.176  2.378  0.084
H  9.240  4.330  2.323  0.084
C  7.305  -2.322  -0.793  -0.033
C  8.180  -1.903  -1.897  -0.508
O  7.621  -1.491  -2.892  0.050
C  9.734  -1.930  -1.765  -0.009
H  6.262  -2.186  -1.079  0.093
H  7.716  -1.726  0.022  0.088
H  7.491  -3.381  -0.614  0.089
H  10.012  -1.505  -0.800  0.072
H  10.310  -1.451  -2.556  0.080
H  9.921  -3.004  -1.746  0.078
C  -6.458  -6.453  -0.685  -0.026
C  -6.916  -6.551  -2.129  -0.464
O  -7.499  -7.529  -2.629  0.034
C  -6.656  -5.403  -3.056  -0.037
H  -5.421  -6.130  -0.591  0.081
H  -6.600  -7.379  -0.128  0.079
H  -7.061  -5.723  -0.145  0.085
H  -7.533  -4.793  -3.270  0.090
H  -6.270  -5.751  -4.014  0.085
H  -5.796  -4.835  -2.703  0.073
C  -0.305  8.952  -6.080  -0.038
C  0.160  8.167  -4.892  -0.495
O  -0.435  7.130  -4.663  0.058
C  1.427  8.691  -4.207  -0.016
H  -1.387  8.815  -6.099  0.084
H  0.191  8.699  -7.017  0.092
H  -0.167  10.012  -5.864  0.072
H  1.500  9.779  -4.205  0.074
H  2.295  8.279  -4.721  0.089
H  1.294  8.296  -3.200  0.080
C  -0.192  0.185  -1.101  -0.034
C  -0.623  -0.896  -0.146  -0.479
O  -0.930  -1.978  -0.596  0.062
C  -0.740  -0.577  1.347  -0.025
H  0.880  0.326  -0.967  0.083
H  -0.705  1.135  -0.950  0.080
H  -0.200  -0.005  -2.174  0.082
H  -0.787  0.492  1.555  0.070
H  0.109  -1.029  1.860  0.081
H  -1.543  -0.991  1.957  0.079
C  -6.007  4.448  0.565  -0.039
C  -5.978  3.923  -0.858  -0.418
O  -5.875  2.670  -0.945  0.002
C  -6.261  4.822  -2.126  -0.008
H  -5.453  5.387  0.537  0.071
H  -5.601  3.795  1.337  0.083
H  -7.034  4.713  0.817  0.084
H  -5.722  5.750  -1.933  0.065
H  -7.328  5.042  -2.104  0.080
H  -5.857  4.342  -3.018  0.079
C  2.931  4.306  6.415  -0.036
C  3.631  4.614  7.756  -0.395
O  4.055  3.668  8.506  0.002
C  3.798  6.105  8.102  -0.031
H  2.306  5.117  6.042  0.066
H  2.265  3.446  6.484  0.078
H  3.611  4.027  5.610  0.081
H  2.962  6.629  7.639  0.069
H  4.837  6.400  7.961  0.088
H  3.665  6.387  9.146  0.077
C  -0.220  -8.999  2.887  -0.037
C  -0.049  -10.466  2.612  -0.518
O  0.989  -10.861  2.156  0.080
C  -1.281  -11.306  2.830  -0.025
H  0.740  -8.485  2.946  0.082
H  -0.669  -8.715  3.839  0.077
H  -0.897  -8.562  2.153  0.088
H  -2.078  -11.021  2.144  0.089
H  -1.520  -11.225  3.891  0.085
H  -1.052  -12.357  2.654  0.080

ΔE to the lowest compared entry with this formula, charge and spin = 108.02 kcal per mole
highest occupied orbital energy = -9.4 eV
Kohn-Sham gap = 9.69 eV
SMILES = c1ccncc1.c1ccncc1.CC(C)=O.CC(C)=O.CC(C)=O.CC(C)=O.CC(C)=O.CC(C)=O.CC(C)=O.CC(C)=O

***

What is the formula in the first record?
C34H58F9GaN4O2S2Si5Te

***

Among the records above, which one has the highest ΔE to the lowest compared entry with this formula, charge and spin?
C34H58N2O8